[1]
Here is an isolated ion of composition C7H8NO3 and charge +1 in a non-equilibrium geometry from OMol25. Energies are from the ωB97M-V functional and the def2-TZVPD basis.

Positions of all 19 atoms, in Å:
C  -0.230  -1.051  3.086
C  -1.421  -1.037  2.468
C  1.089  0.160  1.301
C  -0.081  0.241  0.694
C  1.032  -0.415  2.666
C  -1.392  -0.382  1.146
C  0.491  0.187  -1.864
N  -0.168  0.795  -0.640
O  2.008  -0.495  3.356
O  -2.326  -0.323  0.354
O  0.172  1.113  -2.800
H  -0.259  -1.493  4.113
H  -2.418  -1.506  2.604
H  2.016  0.476  0.981
H  1.527  0.073  -1.554
H  0.326  -0.894  -1.952
H  -1.171  0.703  -0.799
H  0.062  1.769  -0.459
H  -0.145  0.785  -3.597

Results
frontier orbital gap (alpha / beta)	8.347 / 6.737	eV
charge	+1
largest force on an atom	6.28	eV/Å
multiplicity	3
relative energy (zero: lowest compared OMol25 entry of this formula, charge and spin)	0.0000	eV
highest occupied orbital energy (alpha / beta)	-11.91 / -14.29	eV
E_LUMO (alpha / beta)	-3.56 / -7.56	eV

[2]
Here is an isolated molecule of C7H8O in a non-equilibrium geometry from OMol25. Energies are from the ωB97M-V functional and the def2-TZVPD basis.

Positions of all 16 atoms, in Å:
C  1.863  -0.299  0.081
C  1.232  -1.453  0.060
C  -0.283  -0.893  -0.138
O  -1.533  -1.406  0.166
C  -2.287  -0.166  0.026
C  -1.497  0.928  -0.081
C  -0.158  0.527  0.478
C  1.035  1.086  -0.117
H  3.012  -0.175  0.068
H  1.814  -2.502  -0.031
H  -0.438  -0.545  -1.155
H  -3.284  -0.480  -0.129
H  -1.987  1.810  -0.081
H  -0.105  0.517  1.505
H  1.614  1.891  0.517
H  1.003  1.159  -1.169

Results
SMILES	C1=C[C@H]2OC=C[C@@H]2C1
frontier orbital gap	10.121	eV
largest force on an atom	5.60	eV/Å
relative energy (zero: lowest compared OMol25 entry of this formula, charge and spin)	4.5945	eV
highest occupied orbital energy	-8.99	eV
E_LUMO	1.13	eV

[3]
Here is an isolated molecule of C7H8O2 in a non-equilibrium geometry from OMol25. Energies are from the ωB97M-V functional and the def2-TZVPD basis.

Positions of all 17 atoms, in Å:
O  3.148  -1.083  0.248
C  2.029  -1.070  -0.159
C  1.043  -0.018  -0.052
C  -0.243  -0.111  -0.352
C  -1.101  -1.375  -0.348
O  -1.981  -1.324  0.788
C  -0.911  1.261  -0.363
C  0.136  2.105  0.243
C  1.299  1.388  0.412
H  1.556  -1.990  -0.743
H  -0.489  -2.230  -0.488
H  -1.763  -1.195  -1.212
H  -1.830  -1.871  1.532
H  -1.484  1.721  -1.166
H  -1.670  1.011  0.367
H  -0.023  3.217  0.420
H  2.283  1.565  0.874

Results
SMILES	O=CC1=C(CO)CC=C1
frontier orbital gap	9.121	eV
largest force on an atom	3.04	eV/Å
relative energy (zero: lowest compared OMol25 entry of this formula, charge and spin)	2.4329	eV
highest occupied orbital energy	-8.90	eV
E_LUMO	0.22	eV

[4]
Here is an isolated molecule of C7H8O2 in a non-equilibrium geometry from OMol25. Energies are from the ωB97M-V functional and the def2-TZVPD basis.

Positions of all 17 atoms, in Å:
C  2.344  -0.602  0.063
C  2.176  0.810  0.247
C  1.459  -1.531  -0.442
C  1.121  1.546  0.321
C  -0.046  -1.351  -0.499
C  -0.931  -0.363  0.070
C  -2.902  0.936  0.144
O  -0.825  -1.491  0.781
O  -2.083  0.008  -0.491
H  3.364  -0.928  0.286
H  3.142  1.360  0.326
H  1.860  -2.556  -0.549
H  0.931  2.564  0.360
H  -0.468  -1.982  -1.266
H  -2.295  1.812  0.228
H  -3.141  0.639  1.076
H  -3.706  1.129  -0.655

Results
frontier orbital gap (alpha / beta)	8.797 / 8.260	eV
largest force on an atom	4.62	eV/Å
relative energy (zero: lowest compared OMol25 entry of this formula, charge and spin)	7.5119	eV
highest occupied orbital energy (alpha / beta)	-8.68 / -8.03	eV
E_LUMO (alpha / beta)	0.11 / 0.23	eV

[5]
Here is an isolated molecule of C7H8O2S in a non-equilibrium geometry from OMol25. Energies are from the ωB97M-V functional and the def2-TZVPD basis.

Positions of all 18 atoms, in Å:
C  1.663  0.686  3.277
C  1.287  0.589  2.154
C  0.833  0.670  0.835
C  -0.241  -0.034  0.407
C  -1.057  -0.978  1.249
C  -0.726  0.044  -1.024
C  0.126  -0.786  -2.156
S  -0.084  1.079  -2.238
O  1.096  1.826  -1.975
O  -1.006  1.580  -3.283
H  2.117  0.263  4.121
H  1.180  1.289  -0.004
H  -1.978  -0.429  1.327
H  -0.588  -1.216  2.192
H  -1.424  -2.031  0.822
H  -1.862  0.011  -1.202
H  -0.462  -1.455  -2.653
H  1.125  -1.107  -1.849

Results
SMILES	C#C/C=C(\C)[C@@H]1CS1(=O)=O
frontier orbital gap	9.594	eV
largest force on an atom	4.48	eV/Å
relative energy (zero: lowest compared OMol25 entry of this formula, charge and spin)	5.0631	eV
highest occupied orbital energy	-9.21	eV
E_LUMO	0.38	eV

[6]
Here is an isolated ion of composition C7H8O6S and charge -2 in a non-equilibrium geometry from OMol25. Energies are from the ωB97M-V functional and the def2-TZVPD basis.

Positions of all 22 atoms, in Å:
C  0.262  -2.041  2.530
C  0.381  -0.948  1.900
C  -0.275  -0.515  0.616
O  -1.085  -1.412  -0.055
C  0.828  0.058  -0.309
C  0.817  0.586  -1.546
C  -0.442  1.206  -2.109
C  2.226  0.855  -2.266
O  3.247  0.399  -1.667
O  2.230  1.545  -3.259
S  -1.639  0.604  1.277
O  -1.024  1.872  1.695
O  -2.263  -0.168  2.374
O  -2.598  0.634  0.215
H  0.676  -2.416  3.433
H  -0.097  -2.953  1.919
H  0.835  -0.103  2.421
H  -1.763  -0.838  -0.476
H  1.814  -0.264  -0.054
H  -0.407  2.286  -1.743
H  -1.238  0.660  -1.666
H  -0.486  0.954  -3.227

Results
SMILES	C=C[C@](O)(/C=C(\C)C(=O)[O-])S(=O)(=O)[O-]
frontier orbital gap	7.518	eV
charge	-2
largest force on an atom	6.33	eV/Å
relative energy (zero: lowest compared OMol25 entry of this formula, charge and spin)	0.0000	eV
highest occupied orbital energy	-1.59	eV
E_LUMO	5.92	eV

[7]
Here is C7H9AsF3NO4ReS4 as an isolated structure in a non-equilibrium geometry from OMol25. Energies are from the ωB97M-V functional and the def2-TZVPD basis.

Positions of all 30 atoms, in Å:
Re  -0.572  0.539  1.790
S  -1.473  3.318  5.736
As  -0.066  2.227  4.489
S  -0.400  0.020  4.026
S  0.116  2.671  2.232
S  0.642  3.252  6.278
O  2.982  -0.750  0.389
C  1.808  -0.860  0.330
O  0.967  -0.246  1.230
C  1.114  -1.741  -0.729
N  2.191  -2.337  -1.587
C  1.921  -1.939  -3.023
C  1.185  -0.619  -2.877
C  0.246  -0.899  -1.694
H  0.559  -2.528  -0.216
H  2.259  -3.353  -1.495
H  3.094  -1.955  -1.270
H  1.280  -2.698  -3.469
H  2.848  -1.877  -3.587
H  0.646  -0.353  -3.784
H  1.880  0.190  -2.644
H  -0.631  -1.461  -2.015
H  -0.099  0.035  -1.237
F  -1.912  1.723  -0.528
C  -3.161  2.085  -0.008
F  -2.987  3.235  0.630
F  -4.002  2.186  -0.972
C  -3.518  0.970  1.046
O  -4.548  0.441  1.178
O  -2.367  0.725  1.783

Results
frontier orbital gap	5.660	eV
charge	+3
largest force on an atom	3.56	eV/Å
relative energy (zero: lowest compared OMol25 entry of this formula, charge and spin)	1.3892	eV
highest occupied orbital energy	-18.74	eV
E_LUMO	-13.08	eV

[8]
Here is an isolated ion of composition C7H9BNO2 and charge +1 in a non-equilibrium geometry from OMol25. Energies are from the ωB97M-V functional and the def2-TZVPD basis.

Positions of all 20 atoms, in Å:
B  -0.063  1.799  -0.066
C  -0.986  -3.173  0.370
C  -0.672  -2.446  -0.764
C  -1.533  -2.555  1.512
C  -0.685  -1.092  -0.747
C  -1.618  -1.172  1.385
C  -1.231  -0.332  0.351
C  1.416  1.462  0.045
N  2.442  2.530  -0.194
O  -1.224  0.989  0.380
O  -0.358  3.017  -0.626
H  -0.974  -4.227  0.186
H  -0.362  -2.999  -1.676
H  -1.771  -3.042  2.459
H  -0.665  -0.691  -1.753
H  1.817  0.430  0.395
H  3.062  2.433  0.666
H  1.719  3.269  -0.295
H  2.984  2.484  -1.020
H  -1.297  3.314  -0.608

Results
frontier orbital gap (alpha / beta)	4.122 / 3.630	eV
charge	+1
largest force on an atom	3.71	eV/Å
relative energy (zero: lowest compared OMol25 entry of this formula, charge and spin)	5.4319	eV
highest occupied orbital energy (alpha / beta)	-11.03 / -10.78	eV
E_LUMO (alpha / beta)	-6.91 / -7.15	eV

[9]
Here is C7H9Cl4N as an isolated structure in a non-equilibrium geometry from OMol25. Energies are from the ωB97M-V functional and the def2-TZVPD basis.

Positions of all 21 atoms, in Å:
N  0.048  -1.295  -0.262
C  0.070  -1.894  0.957
C  -0.937  -2.688  1.425
C  -2.145  -2.763  0.756
C  -2.200  -2.163  -0.463
C  -1.086  -1.418  -0.967
H  0.997  -1.939  1.509
H  -0.806  -3.165  2.385
H  -3.012  -3.382  0.938
H  -3.117  -2.212  -1.031
H  -1.095  -0.948  -1.939
C  -0.599  3.876  -0.415
Cl  0.108  3.565  -2.095
Cl  -0.057  2.563  0.670
H  -0.218  4.805  0.009
H  -1.689  3.857  -0.440
C  2.982  0.967  -0.248
Cl  3.629  1.665  1.264
Cl  4.371  0.826  -1.246
H  2.444  0.026  -0.135
H  2.313  1.717  -0.671

Results
frontier orbital gap (alpha / beta)	2.271 / 7.045	eV
charge	-1
largest force on an atom	4.11	eV/Å
multiplicity	2
highest occupied orbital energy (alpha / beta)	0.52 / -4.33	eV
E_LUMO (alpha / beta)	2.80 / 2.72	eV

[10]
Here is an isolated molecule of C7H9ClN4 in a non-equilibrium geometry from OMol25. Energies are from the ωB97M-V functional and the def2-TZVPD basis.

Positions of all 21 atoms, in Å:
C  0.479  1.373  -0.327
C  0.497  0.031  0.240
C  1.624  -0.981  -0.184
C  0.941  -2.305  -0.143
N  -0.313  -2.244  -0.079
N  -0.633  -0.664  -0.298
N  -1.897  -0.328  0.139
C  -2.981  -0.648  -0.642
C  -4.065  -0.122  0.061
Cl  -5.705  -0.058  -0.442
C  -3.592  0.425  1.290
N  -2.262  0.292  1.304
H  -0.524  1.636  -0.355
H  0.897  1.579  -1.221
H  0.880  2.012  0.512
H  0.520  -0.041  1.359
H  2.513  -0.885  0.502
H  1.824  -0.776  -1.256
H  1.373  -3.295  -0.169
H  -3.037  -1.055  -1.589
H  -4.241  0.870  2.010

Results
SMILES	C[C@@H]1CC=NN1n1cc(Cl)cn1
frontier orbital gap	9.581	eV
largest force on an atom	5.10	eV/Å
relative energy (zero: lowest compared OMol25 entry of this formula, charge and spin)	1.7036	eV
highest occupied orbital energy	-8.68	eV
E_LUMO	0.90	eV

[11]
Here is an isolated ion of composition C7H9FNO4S and charge -1 in a non-equilibrium geometry from OMol25. Energies are from the ωB97M-V functional and the def2-TZVPD basis.

Positions of all 23 atoms, in Å:
C  1.870  0.128  1.333
C  1.379  0.047  -0.122
C  2.031  1.169  -0.995
C  1.728  -1.354  -0.668
C  -0.158  0.306  0.009
O  -0.593  1.388  -0.219
O  -0.899  -0.752  0.346
S  -2.557  -0.793  -0.139
O  -2.548  -0.311  -1.455
O  -2.907  -2.197  0.120
C  -3.296  0.251  0.966
F  -4.114  -0.463  1.837
C  -3.842  1.292  0.249
N  -4.099  2.316  -0.247
H  2.885  0.290  1.207
H  1.464  0.890  1.787
H  1.702  -0.879  1.778
H  1.195  1.752  -1.371
H  2.553  0.626  -1.739
H  2.748  1.696  -0.572
H  2.710  -1.653  -0.499
H  1.331  -2.116  -0.019
H  1.415  -1.630  -1.586

Results
SMILES	CC(C)(C)C(=O)O[S@@](=O)([O-])=C(F)C#N
frontier orbital gap	7.235	eV
charge	-1
largest force on an atom	5.87	eV/Å
relative energy (zero: lowest compared OMol25 entry of this formula, charge and spin)	0.3806	eV
highest occupied orbital energy	-4.18	eV
E_LUMO	3.06	eV

[12]
Here is an isolated molecule of C7H9FO in a non-equilibrium geometry from OMol25. Energies are from the ωB97M-V functional and the def2-TZVPD basis.

Positions of all 18 atoms, in Å:
C  2.128  1.641  -0.483
C  1.191  0.558  -1.044
F  0.644  0.809  -2.278
C  0.011  0.145  0.119
C  -0.676  0.540  1.235
C  -1.760  -0.490  1.562
O  -2.593  -0.206  2.400
C  -1.754  -1.525  0.515
C  -0.539  -1.133  -0.421
H  3.054  1.364  -0.865
H  2.128  1.696  0.668
H  1.809  2.538  -0.856
H  1.909  -0.276  -1.075
H  -0.466  1.407  1.717
H  -1.816  -2.572  1.009
H  -2.522  -1.495  -0.196
H  0.007  -2.009  -0.535
H  -0.756  -0.991  -1.472

Results
SMILES	C[C@H](F)C1=CC(=O)CC1
frontier orbital gap	10.133	eV
largest force on an atom	4.79	eV/Å
relative energy (zero: lowest compared OMol25 entry of this formula, charge and spin)	2.1896	eV
highest occupied orbital energy	-9.56	eV
E_LUMO	0.57	eV

[13]
Here is an isolated ion of composition C7H9IN3 and charge +1 in a non-equilibrium geometry from OMol25. Energies are from the ωB97M-V functional and the def2-TZVPD basis.

Positions of all 20 atoms, in Å:
I  0.288  -0.677  -3.276
C  0.559  0.168  -1.261
N  -0.531  1.440  -1.264
C  -1.709  1.172  -0.954
C  -2.190  -0.207  -0.645
C  -1.397  -1.203  -0.359
C  0.114  -0.900  -0.108
N  0.165  -0.152  1.188
C  1.619  0.141  1.467
C  2.276  0.676  0.248
N  1.789  0.697  -0.890
H  -2.438  1.904  -0.814
H  -3.238  -0.338  -0.608
H  -1.670  -2.238  -0.241
H  0.463  -1.969  0.040
H  -0.419  -0.674  1.995
H  -0.452  0.696  1.047
H  2.142  -0.820  1.760
H  1.602  0.925  2.234
H  3.028  1.358  0.443

Results
SMILES	I[C@@]12N=CC=C[C@@H]1[NH2+]CC=N2
frontier orbital gap	8.910	eV
charge	+1
largest force on an atom	3.84	eV/Å
relative energy (zero: lowest compared OMol25 entry of this formula, charge and spin)	2.6142	eV
highest occupied orbital energy	-12.95	eV
E_LUMO	-4.04	eV